(1)
Here is a molecular structure, C50H49GeN12O2S3Sc from the Open Molecules 2025 dataset. Energies are from ωB97M-V/def2-TZVPD.

CARTESIAN COORDINATES (ANGSTROEM)
Sc  -0.1291  0.0397  -0.0336
C  3.4992  0.0592  -2.8829
C  2.8301  -0.5841  -1.8497
N  2.3829  0.0994  -0.7950
C  2.6015  1.4206  -0.7686
C  3.1765  2.0661  -1.8526
N  3.6273  1.3830  -2.9007
C  2.2341  2.0661  0.5130
C  2.9622  3.1178  1.0296
C  2.6930  3.5574  2.3235
C  1.6927  2.8984  3.0322
C  0.9972  1.8576  2.4461
N  1.2537  1.4558  1.1956
C  -0.0580  1.0948  3.1488
C  -0.3699  1.2867  4.4896
N  -1.3449  0.6162  5.0905
C  -2.0141  -0.2644  4.3553
C  -1.6991  -0.4772  3.0227
N  -0.7259  0.1961  2.4224
C  3.4717  4.6497  2.9435
C  4.8395  4.7585  2.7218
C  5.5318  5.7928  3.3347
N  4.9481  6.6952  4.1197
C  3.6383  6.5883  4.3280
C  2.8598  5.5846  3.7703
H  3.9139  -0.4970  -3.7164
H  2.6378  -1.6514  -1.8703
H  3.2491  3.1470  -1.8958
H  3.7424  3.5749  0.4359
H  1.4837  3.1980  4.0490
H  0.1750  1.9877  5.1104
H  -2.8133  -0.8107  4.8426
H  -2.2452  -1.1963  2.4265
H  5.3678  4.0371  2.1097
H  6.6015  5.9024  3.1941
H  3.1919  7.3395  4.9707
H  1.7922  5.5583  3.9546
N  -3.6825  0.2058  -1.0990
C  -3.2374  -0.9767  -0.6518
N  -2.0528  -1.1532  -0.0957
C  -1.8471  -2.5002  0.2144
C  -2.8749  -3.3155  -0.0811
S  -4.1694  -2.4250  -0.7905
C  -0.5700  -2.8894  0.8054
C  -0.2695  -4.0800  1.3547
S  1.3723  -4.1090  1.8740
C  1.5670  -2.4850  1.3191
N  0.4788  -1.9670  0.7872
N  2.7218  -1.8127  1.4940
H  -3.1628  1.0284  -0.8198
H  -4.6276  0.2990  -1.4259
H  -2.9529  -4.3827  0.0556
H  -0.8997  -4.9461  1.4900
H  3.5402  -2.3255  1.7752
H  2.8580  -0.9862  0.9306
C  -5.1389  4.7989  1.2807
N  -4.3965  3.5341  1.3128
C  -4.4766  2.8564  2.6058
C  -3.4611  3.2196  0.3948
S  -2.0480  2.3703  0.8740
N  -3.6715  3.6069  -0.8795
C  -2.6106  3.6451  -1.8825
C  -5.0093  3.8297  -1.4328
H  -4.9645  5.3214  2.2217
H  -6.2116  4.6314  1.1786
H  -4.7900  5.4362  0.4754
H  -5.5088  2.9170  2.9508
H  -3.8277  3.3280  3.3467
H  -4.1902  1.8165  2.5057
H  -1.6505  3.4290  -1.4339
H  -2.5830  4.6339  -2.3432
H  -2.8100  2.9083  -2.6654
H  -5.7713  3.4334  -0.7694
H  -5.0740  3.3061  -2.3879
H  -5.2060  4.8852  -1.6224
O  -0.1794  1.3936  -1.5771
C  -0.0742  0.4668  -2.4639
O  -0.0386  -0.7241  -2.0426
C  -0.0001  0.8625  -3.9032
C  -0.3553  -0.2191  -4.9247
Ge  0.9978  -1.5018  -5.6139
C  -0.0991  -2.6655  -6.7397
C  -0.6857  -2.1254  -7.8852
C  -1.5001  -2.9033  -8.6964
C  -1.7353  -4.2341  -8.3718
C  -1.1454  -4.7872  -7.2443
C  -0.3282  -4.0066  -6.4342
C  2.0036  -2.5367  -4.2831
C  1.3739  -3.3173  -3.3113
C  2.1219  -4.0737  -2.4181
C  3.5117  -4.0440  -2.4654
C  4.1512  -3.2812  -3.4337
C  3.3990  -2.5422  -4.3404
C  2.3661  -0.7023  -6.7605
C  2.8959  -1.5280  -7.7547
C  3.9583  -1.0982  -8.5393
C  4.5000  0.1667  -8.3444
C  3.9735  1.0014  -7.3693
C  2.9148  0.5675  -6.5798
H  1.0123  1.2400  -4.0797
H  -0.6564  1.7319  -3.9852
H  -0.6998  0.2693  -5.8383
H  -1.1893  -0.8290  -4.5674
H  -0.4938  -1.0917  -8.1591
H  -1.9457  -2.4755  -9.5862
H  -2.3686  -4.8425  -9.0057
H  -1.3152  -5.8291  -6.9990
H  0.1459  -4.4503  -5.5642
H  0.2902  -3.3424  -3.2576
H  1.6211  -4.7107  -1.6988
H  4.0907  -4.6394  -1.7698
H  5.2330  -3.2782  -3.4962
H  3.9077  -1.9752  -5.1134
H  2.4697  -2.5121  -7.9209
H  4.3606  -1.7520  -9.3038
H  5.3244  0.5044  -8.9597
H  4.3822  1.9947  -7.2234
H  2.5121  1.2372  -5.8243

Atoms 1-2, force components in eV/Å:
0.026 0.125 1.108
0.185 0.442 -0.036

The value obtained for the LUMO energy is -5.754 eV. The total charge is +2. As for the spin multiplicity: 1. Its HOMO-LUMO gap is 6.7 eV. For the energy, the calculation gives -6774.31862 a.u. Its highest occupied orbital energy is -0.456 Eh.

---

(2)
Here is 3 unconnected molecules or ions with the total composition C24H46BClN3O8S from the Open Molecules 2025 dataset. Energies are from ωB97M-V/def2-TZVPD.

CARTESIAN COORDINATES (ANGSTROEM)
C  -1.3943  -7.9438  -1.3678
C  -0.9271  -7.7274  -2.9415
C  -0.8574  -6.1659  -3.4204
Cl  -1.4301  -6.1331  -5.2063
B  0.5691  -5.3988  -3.1568
C  1.7112  -6.2730  -2.3661
C  2.6601  -7.2152  -3.3100
N  2.2864  -7.9088  -4.4329
C  1.1645  -4.7909  -4.6022
C  2.6069  -4.0066  -4.4224
O  2.6981  -2.7299  -5.1500
C  0.1873  -4.0329  -2.2605
C  -0.1873  -4.3600  -0.6990
C  1.1206  -4.2564  0.2983
C  0.8447  -3.4809  1.7146
C  2.3008  -3.1873  2.4108
C  3.2663  -2.1459  1.5924
C  2.3301  -1.1101  0.7336
S  3.2081  0.4847  0.2192
C  1.9044  1.3422  -0.8839
N  0.6317  1.6815  -0.1372
N  -0.1484  2.2411  -1.1636
C  0.6021  2.2695  -2.5109
O  1.9530  1.6702  -2.3173
H  -1.6393  -9.0923  -1.1746
H  -2.4184  -7.3764  -1.1347
H  -0.5756  -7.6271  -0.5875
H  0.0354  -8.3623  -3.1355
H  -1.7878  -8.2383  -3.5926
H  -1.7130  -5.5927  -2.8163
H  1.2963  -6.9242  -1.4642
H  2.4397  -5.4786  -1.8521
H  3.8129  -7.2698  -3.0168
H  3.1056  -8.4202  -4.8458
H  0.4244  -3.9862  -5.0803
H  1.3562  -5.6380  -5.4026
H  3.4543  -4.7510  -4.7968
H  2.8794  -3.7695  -3.2943
H  3.5235  -2.2760  -4.7547
H  -0.7612  -3.5043  -2.7452
H  1.0409  -3.2341  -2.2533
H  -0.7700  -5.3598  -0.5264
H  -0.9263  -3.4905  -0.3477
H  2.0001  -3.8019  -0.3497
H  1.4610  -5.3754  0.5367
H  0.1279  -2.5578  1.6496
H  0.2951  -4.2695  2.4226
H  2.8714  -4.2324  2.4575
H  2.1818  -2.8038  3.5234
H  3.9202  -2.7856  0.8259
H  3.9837  -1.5283  2.3181
H  1.9920  -1.6229  -0.2886
H  1.3448  -0.7640  1.3018
H  0.1380  2.6677  -3.5140
C  0.1864  6.0234  0.4255
C  -0.9459  5.1710  -0.1215
O  -2.1625  5.3998  0.6004
C  -2.8014  6.5657  0.3219
O  -2.4368  7.4124  -0.4776
O  -3.9030  6.6375  1.1104
C  -4.6101  7.8702  0.9950
H  0.3052  5.8607  1.5019
H  1.1271  5.7846  -0.0765
H  -0.0127  7.0907  0.2874
H  -0.6954  4.1129  0.0104
H  -1.0972  5.3354  -1.1943
H  -4.8710  8.0833  -0.0464
H  -4.0123  8.6829  1.4182
H  -5.5360  7.7859  1.5708
C  -2.9997  5.8726  4.9663
C  -2.4671  6.8042  3.8910
O  -2.5022  8.1698  4.3241
C  -1.5446  8.5281  5.2185
O  -0.6737  7.8019  5.6692
O  -1.7438  9.8295  5.5454
C  -0.8672  10.3043  6.5648
H  -4.0013  6.1825  5.2824
H  -3.0446  4.8445  4.5992
H  -2.3674  5.8887  5.8595
H  -3.1101  6.7375  3.0068
H  -1.4553  6.5254  3.5759
H  0.1809  10.1328  6.2998
H  -1.1092  9.8232  7.5172
H  -1.0227  11.3814  6.6721

Atoms 1-2, force components in eV/Å:
-0.505 -0.339 -0.038
-1.484 -0.885 -0.067

The value obtained for the LUMO energy is 1.419 eV. The total charge is -1. As for the spin multiplicity: 1. Its HOMO-LUMO gap is 6.7 eV. For the energy, the calculation gives -2591.17577 a.u. Its highest occupied orbital energy is -0.195 Eh.

---

(3)
Here is 2 unconnected molecules or ions with the total composition CH3FN2O2 from the Open Molecules 2025 dataset. Energies are from ωB97M-V/def2-TZVPD.

CARTESIAN COORDINATES (ANGSTROEM)
C  0.8587  0.9193  -0.3824
N  0.4405  -0.2845  0.2583
N  -1.4082  -1.2130  0.1213
O  -2.3016  -0.5408  -0.1731
O  -1.1626  -2.3583  0.1786
F  0.4540  -0.1915  1.6365
H  0.4839  1.1102  -1.3686
H  0.6440  1.7960  0.2456
H  1.9913  0.7625  -0.5161

Atoms 1-2, force components in eV/Å:
1.704 0.950 1.599
-0.072 -2.264 -0.790

The value obtained for the LUMO energy (spin up / spin down) is -0.466 / -0.487 eV. As for the spin multiplicity: 1. Its HOMO-LUMO gap (spin up / spin down) is 8.7 / 9.4 eV. For the energy, the calculation gives -399.49836 a.u. Its highest occupied orbital energy (spin up / spin down) is -0.335 / -0.363 Eh.